Here is a molecular structure, C22H40F6I4NO7S3 in a non-equilibrium geometry from the Open Molecules 2025 dataset. Energies are from wB97M-V/def2-TZVPD.

Values from the calculation:
Frontier orbital gap, eV: 5.68
DFT total energy, eV: -120479.555
Maximum force, eV/Å: 10.5
Charge: +1

Cartesian coordinates (Å):
C: 2.2380 -0.8760 3.6145
C: 1.1146 -0.3949 2.5357
C: 1.3352 -1.3105 1.2597
F: 0.9225 -2.6428 1.6534
N: 0.7842 -0.8816 -0.0404
C: 1.6701 -0.9329 -1.0292
C: 3.1717 -1.2900 -1.2717
I: 3.5735 -3.0939 -2.4089
C: 3.8606 -0.0649 -2.0923
C: 5.4562 -0.3935 -2.0744
I: 3.6616 1.8375 -1.0272
S: 0.8106 -0.5362 -2.5934
C: -0.9667 -0.8079 -1.9536
C: -2.1442 0.0084 -2.6879
C: -3.5121 -0.7397 -2.9927
C: -1.7727 0.7916 -4.0235
C: -2.6674 2.1585 -4.0595
S: -0.9650 -2.6608 -2.2850
O: -2.2198 -3.3596 -1.7753
O: 0.0829 -3.4038 -1.4555
C: -0.6567 -3.2580 -3.9844
F: -1.3383 -4.4943 -4.1075
F: 0.7070 -3.6347 -4.0991
C: -0.9859 -2.4544 -5.2911
F: -0.1423 -1.3524 -5.5491
F: -2.3269 -2.1928 -5.5476
F: -0.6351 -3.3416 -6.3484
C: -0.6044 -0.3192 -0.4231
C: -1.5263 -1.2492 0.5309
S: -3.3369 -1.1865 0.3773
O: -3.9526 0.1746 0.2267
O: -3.8653 -1.7298 1.7011
C: -0.3375 1.1963 -0.0392
I: -0.1163 2.7067 -1.6618
C: -1.2941 2.0583 0.9227
C: -1.8193 1.4993 2.2992
I: -2.8347 3.2481 -0.1726
H: 1.9919 -1.9191 4.0051
H: 2.0889 -0.1767 4.5115
H: 3.2919 -0.7945 3.1949
H: 1.3185 0.7096 2.3973
H: 0.1327 -0.5658 3.0891
H: 2.4765 -1.4276 1.2430
H: 3.8252 -1.3688 -0.3322
H: 3.5457 -0.0306 -3.1787
H: 6.0391 0.5922 -2.0140
H: 5.7679 -0.9818 -1.1509
H: 5.7405 -0.9678 -3.0088
H: -2.4250 0.8271 -1.9255
H: -4.3187 -0.6168 -2.1840
H: -3.4660 -1.8233 -3.2994
H: -3.9970 -0.2150 -3.8964
H: -2.0440 0.2648 -4.9923
H: -0.7099 1.1569 -4.1315
H: -3.2858 2.1700 -5.0279
H: -3.4118 2.2167 -3.2082
H: -1.9943 3.0829 -4.1364
H: -1.3382 -1.0561 1.6483
H: -1.2171 -2.3548 0.4413
H: -3.9240 -1.9972 -0.5795
H: 0.7146 1.3280 0.4085
H: -0.6234 2.9450 1.2468
H: -2.4935 0.5974 2.2921
H: -2.4495 2.3430 2.7671
H: -1.0081 1.3086 3.0909
C: 9.3278 -2.1984 -2.0657
O: 7.9190 -1.9972 -2.0968
H: 9.8201 -1.2269 -2.0400
H: 9.6006 -2.7651 -1.1724
H: 9.6437 -2.7395 -2.9606
H: 7.5073 -2.8694 -2.1193
C: -4.2699 2.6031 5.4469
O: -3.9082 3.4062 4.3275
H: -3.4258 2.5530 6.1295
H: -5.1242 3.0515 5.9602
H: -4.5238 1.5942 5.1100
H: -4.6722 3.4348 3.7388
C: -2.4942 4.4507 8.7514
O: -2.5557 4.0093 7.4011
H: -1.9814 3.6942 9.3448
H: -1.9401 5.3909 8.8085
H: -3.5055 4.5906 9.1412
H: -3.0129 4.6943 6.8979

---

Here is 3 unconnected molecules or ions with the total composition C18H31BN4O5 in a non-equilibrium geometry from the Open Molecules 2025 dataset. Energies are from wB97M-V/def2-TZVPD.

Values from the calculation:
Frontier orbital gap, eV: 8.10
DFT total energy, eV: -36043.866
Maximum force, eV/Å: 1.0

Cartesian coordinates (Å):
C: 2.8054 -0.8484 -0.6645
C: 3.3224 -0.3180 -1.9745
C: 4.4061 -0.9615 -2.5734
C: 4.8851 -0.5205 -3.7993
C: 4.3162 0.5680 -4.4390
C: 3.2354 1.2172 -3.8553
C: 2.7407 0.7762 -2.6334
C: 1.5352 1.4659 -2.0184
C: 0.3218 0.6002 -2.1914
N: -0.3168 0.2121 -1.0872
N: -1.3484 -0.5905 -1.2377
C: -1.6478 -0.9220 -2.4822
O: -2.6919 -1.7748 -2.6525
B: -2.1723 -2.9751 -3.1804
O: -1.1721 -3.5716 -2.4713
O: -2.6475 -3.5189 -4.3532
N: -1.0555 -0.5085 -3.5887
N: -0.0174 0.2883 -3.4360
H: 3.6095 -1.3769 -0.1623
H: 1.9475 -1.5009 -0.8072
H: 2.4750 -0.0638 0.0101
H: 4.8429 -1.8031 -2.0578
H: 5.7136 -1.0534 -4.2436
H: 4.6797 0.9062 -5.3960
H: 2.7738 2.0534 -4.3548
H: 1.3724 2.4354 -2.4815
H: 1.7032 1.6344 -0.9618
H: -0.6239 -4.1223 -3.0366
H: -2.3101 -2.9932 -5.0877
C: -7.0230 -0.9817 2.3057
C: -6.1687 0.2371 1.9995
O: -4.7773 0.0043 2.0919
C: -4.2508 -0.9843 1.2213
C: -4.4560 -0.6928 -0.2535
H: -6.7938 -1.3680 3.2999
H: -8.0806 -0.7178 2.2689
H: -6.8567 -1.7881 1.5904
H: -6.3822 1.0195 2.7285
H: -6.4236 0.6482 1.0158
H: -4.6551 -1.9705 1.4777
H: -3.1820 -1.0206 1.4329
H: -5.5143 -0.6629 -0.5220
H: -3.9850 -1.4605 -0.8516
H: -4.0197 0.2731 -0.5147
C: 3.8654 3.0250 4.7411
C: 4.0202 2.0921 3.5520
O: 3.5453 0.7794 3.7829
C: 2.1717 0.6596 4.1077
C: 1.2352 1.1880 3.0355
H: 4.3708 2.6142 5.6162
H: 4.2993 3.9990 4.5127
H: 2.8189 3.1814 5.0058
H: 5.0786 1.9809 3.3154
H: 3.5444 2.5205 2.6620
H: 1.9631 1.1380 5.0714
H: 1.9965 -0.4073 4.2461
H: 1.3604 2.2597 2.8728
H: 0.1970 1.0165 3.3203
H: 1.4198 0.6843 2.0852

---

Here is a molecular structure, C21H15O4PZn in a non-equilibrium geometry from the Open Molecules 2025 dataset. Energies are from wB97M-V/def2-TZVPD.

Values from the calculation:
Frontier orbital gap, eV: 4.66
DFT total energy, eV: -87898.806
Maximum force, eV/Å: 7.0
Charge: +2

Cartesian coordinates (Å):
O: 0.3201 -3.9134 -0.1091
C: 0.2490 -2.7753 -0.0595
Zn: 0.0080 -0.1908 -0.0701
C: -1.9012 -0.3187 0.5616
C: 0.5769 -0.0739 -1.9394
O: -3.0253 -0.2653 0.8040
O: 0.8004 0.1586 -3.0487
O: 0.3066 2.3635 0.2544
P: 0.9762 3.3270 1.2356
C: 0.3669 2.9967 2.9419
C: 0.2062 4.0421 3.8676
C: -0.3101 3.8347 5.1476
C: -0.6122 2.5328 5.5688
C: -0.5019 1.4819 4.6533
C: -0.0520 1.7142 3.3479
C: 2.7948 3.1021 1.0931
C: 3.6791 4.1653 1.3628
C: 4.9401 4.2119 0.7729
C: 5.4207 3.1141 0.0564
C: 4.6304 1.9699 -0.0383
C: 3.3285 1.9558 0.4763
C: 0.6389 5.1000 0.9601
C: 1.6051 5.8842 0.2927
C: 1.7570 7.2233 0.6424
C: 0.8942 7.8204 1.5556
C: -0.2399 7.1235 1.9544
C: -0.4318 5.7950 1.5823
H: 0.4300 5.0624 3.5523
H: -0.4364 4.6893 5.8133
H: -0.9724 2.3716 6.5859
H: -0.7332 0.4740 4.9921
H: -0.0718 0.8924 2.6322
H: 3.3434 4.9947 1.9868
H: 5.5333 5.1149 0.8559
H: 6.4092 3.1456 -0.3983
H: 5.0186 1.0797 -0.5275
H: 2.7140 1.0582 0.3579
H: 2.3170 5.4304 -0.4040
H: 2.6143 7.7693 0.2623
H: 1.1104 8.8125 1.9382
H: -0.9371 7.6018 2.6287
H: -1.3477 5.2859 1.8918

---

Here is a molecular structure, C13H18AsCl8GaGe2NO6S from the Open Molecules 2025 dataset. Energies are from wB97M-V/def2-TZVPD.

Values from the calculation:
Frontier orbital gap (spin up / spin down), eV: 8.08 / 5.76
DFT total energy, eV: -364803.932
Maximum force, eV/Å: 0.7
Multiplicity: 2

Cartesian coordinates (Å):
Ga: 2.3802 2.4668 -3.5027
O: -1.0254 0.5437 -5.9252
As: -0.3656 1.0704 -4.3791
O: -0.2407 -0.2644 -3.4353
O: 1.0760 1.8459 -4.7874
C: -1.7008 2.3814 -3.8858
C: -2.9457 2.2696 -4.4979
C: -3.9704 3.1494 -4.1781
C: -3.7621 4.1495 -3.2449
C: -2.5253 4.2751 -2.6292
C: -1.5009 3.3969 -2.9501
S: 0.0558 3.6419 -2.1217
O: -0.2460 4.2592 -0.8570
O: 0.6045 2.2619 -1.9988
O: 0.9119 4.4014 -3.0271
H: -0.9884 -0.4208 -5.9288
H: -3.1058 1.4945 -5.2343
H: -4.9325 3.0483 -4.6633
H: -4.5600 4.8351 -2.9910
H: -2.3468 5.0405 -1.8865
Cl: -0.8445 -1.4387 2.5173
C: -1.8804 -2.4668 3.5234
Cl: -3.2229 -3.1606 2.6020
H: -2.2908 -1.8491 4.3128
H: -1.2743 -3.2751 3.9136
Cl: 2.9787 -2.1824 6.4658
C: 2.9088 -2.0809 4.7011
Cl: 2.3198 -0.5042 4.1853
Cl: 4.5072 -2.4147 4.0078
C: 1.9815 -3.1087 4.2144
N: 1.2530 -3.9074 3.8328
C: 0.4191 -1.8587 -1.0873
Ge: 0.8888 -3.0743 0.1637
C: -2.0814 1.1233 -0.4262
C: -0.2834 -4.5342 0.5998
C: 2.6402 -3.0306 0.8073
H: 0.9174 0.3880 1.1372
H: -0.5404 -1.6280 -1.5241
H: 1.6790 -0.4868 -2.6094
H: -1.2099 0.9892 -1.0539
H: -2.5224 0.1768 -0.1315
H: -2.7901 1.7518 -0.9521
H: -1.3211 -4.2289 0.4846
H: -0.1037 -4.8304 1.6319
H: -0.0769 -5.3766 -0.0584
H: 3.3330 -2.2355 0.5708
H: 2.9977 -3.8073 1.4691
Cl: -1.5881 1.9887 1.0669
Ge: 1.0923 2.0190 1.0182
Cl: 1.4915 -0.4836 -1.3113
Cl: 1.1589 2.2815 3.2655